{
  "formula": "C8H12O8Pb",
  "method": "ωB97M-V/def2-TZVPD",
  "fmax_ev_per_a": 4.03,
  "orbital_gap_ev": 2.948,
  "charge": -2,
  "homo_ev": -3.1,
  "e_above_lowest_kcal_mol": 227.3,
  "e_tot_ev": -30112.996,
  "symbols": ["Pb", "C", "C", "O", "O", "H", "H", "H", "C", "C", "O", "O", "H", "H", "H", "C", "C", "O", "O", "H", "H", "H", "C", "C", "O", "O", "H", "H", "H"],
  "xyz": [[-0.0615, 0.1712, 0.0138], [3.0961, 5.1479, 3.5281], [2.1208, 4.3472, 2.6894], [1.6951, 4.6206, 1.5538], [1.9258, 3.2423, 3.1816], [2.6803, 6.0677, 3.9394], [4.0342, 5.1730, 2.9737], [3.3560, 4.7042, 4.4892], [-0.0315, -5.4915, 4.1066], [0.1182, -4.3943, 3.0956], [-0.6427, -4.2741, 2.1015], [1.0018, -3.5022, 3.2809], [0.5516, -6.3886, 3.8987], [-1.0797, -5.7467, 4.2625], [0.3173, -5.1738, 5.0893], [3.2162, -1.5608, -5.4771], [2.5376, -1.1004, -4.2601], [1.3787, -1.4076, -4.0671], [3.1949, -0.5239, -3.3352], [3.6424, -0.6394, -5.8738], [2.5567, -2.0745, -6.1766], [4.1023, -2.1346, -5.2058], [-6.2337, 1.7174, -2.3177], [-4.9663, 1.4728, -1.5511], [-3.9569, 2.1623, -1.7416], [-4.8239, 0.4328, -0.8269], [-6.4678, 0.8845, -2.9807], [-6.3009, 2.6499, -2.8780], [-6.9614, 1.6184, -1.5122]],
  "atomic_forces_ev_per_a": [[0.06, -0.07, -0.24], [0.29, 0.74, 0.84], [0.00, -0.77, -1.22], [0.29, 1.92, -0.34], [-0.77, -3.00, 1.78], [0.23, 0.78, -1.06], [-0.06, 0.89, -0.08], [-0.20, -0.97, -0.25], [-0.27, -0.50, 1.12], [0.62, 3.11, -1.77], [-0.82, -1.42, 0.26], [0.39, -0.81, 1.03], [-0.12, -0.03, -0.44], [-0.06, -0.23, -0.40], [0.21, 0.33, -0.08], [1.30, 0.52, -1.05], [0.81, 0.37, 3.79], [-3.52, -0.88, -0.64], [1.06, 0.46, -0.88], [-0.02, -0.03, -0.69], [0.16, 0.10, 0.09], [-0.18, -0.33, 0.00], [-0.89, -0.39, 0.64], [2.95, -2.68, 0.60], [0.64, 2.32, -0.88], [-1.94, 0.18, -0.17], [0.34, -0.09, -0.06], [0.15, 0.02, 0.33], [-0.64, 0.46, -0.25]],
  "nbo_charge": [1.56, -0.72, 0.74, -0.77, -0.73, 0.20, 0.21, 0.21, -0.72, 0.73, -0.77, -0.78, 0.21, 0.20, 0.21, -0.72, 0.73, -0.74, -0.79, 0.21, 0.21, 0.22, -0.72, 0.73, -0.74, -0.80, 0.22, 0.20, 0.22]
}